Entry 1:
Here is a molecular structure, C21H31N7O6P2SSiTa from the OMol25 dataset. Energies are from the ωB97M-V functional and the def2-TZVPD basis.

```
70
Properties=species:S:1:pos:R:3:mulliken_charge:R:1
Ta -1.315 -0.494 0.356 1.964
C 2.020 -2.749 6.037 -1.144
Si 0.468 -2.515 5.060 0.157
C -0.341 -4.132 4.629 -0.940
C -0.686 -1.300 5.861 -1.009
C 1.031 -1.731 3.370 0.680
C 2.385 -1.482 3.094 0.045
C 2.832 -0.924 1.893 -1.086
C 1.912 -0.598 0.930 -0.399
N 0.607 -0.847 1.155 -0.181
C 0.193 -1.387 2.323 -0.353
S -1.611 -1.646 2.346 -0.249
H 1.758 -3.187 7.003 0.352
H 2.532 -1.808 6.246 0.379
H 2.724 -3.436 5.561 0.358
H -0.605 -4.652 5.553 0.415
H 0.339 -4.785 4.077 0.332
H -1.266 -4.022 4.056 0.312
H -0.965 -1.680 6.847 0.394
H -1.613 -1.139 5.310 0.348
H -0.198 -0.335 6.014 0.348
H 3.122 -1.730 3.849 0.500
H 3.885 -0.747 1.720 0.504
H 2.168 -0.150 -0.021 0.648
N -3.676 3.435 0.186 -0.191
C -2.601 2.806 -0.694 0.523
C -2.172 3.812 -1.765 -1.767
P -1.224 2.238 0.359 0.889
O -0.551 3.553 0.808 -0.486
O -1.824 1.321 1.454 -0.696
O -0.367 1.223 -0.424 -0.646
P -3.480 1.306 -1.443 0.747
O -2.940 1.180 -2.907 -0.473
O -4.903 1.530 -1.212 -0.759
O -2.809 0.046 -0.745 -0.637
H -3.710 3.040 1.133 0.297
H -4.592 3.206 -0.248 0.421
H -3.560 4.450 0.260 0.404
H -1.767 4.715 -1.306 0.512
H -3.019 4.085 -2.396 0.474
H -1.404 3.378 -2.403 0.425
H 0.215 3.579 1.406 0.443
H -3.543 1.425 -3.628 0.378
C -0.253 -4.079 0.387 -0.264
C -0.724 -3.406 -0.848 1.240
N -1.116 -2.101 -0.976 -0.185
C -1.431 -1.920 -2.341 -0.707
C -1.238 -3.080 -2.980 -0.492
N -0.815 -3.998 -2.028 0.131
C -0.400 -5.377 -2.412 -1.427
N 0.958 -5.393 -2.791 0.677
N 1.300 -4.684 -3.915 -0.457
N 2.562 -4.644 -4.013 -0.557
C 3.119 -5.297 -2.923 0.188
C 4.458 -5.524 -2.600 -0.664
C 4.710 -6.241 -1.453 -0.575
C 3.662 -6.736 -0.651 -0.741
C 2.335 -6.524 -0.964 -0.707
C 2.091 -5.783 -2.121 1.452
H 0.518 -3.490 0.878 -0.014
H 0.189 -5.042 0.145 -0.097
H -1.075 -4.238 1.086 0.287
H -1.753 -0.977 -2.742 0.493
H -1.326 -3.350 -4.019 0.500
H -1.035 -5.651 -3.251 0.337
H -0.584 -6.061 -1.588 0.576
H 5.251 -5.167 -3.242 0.464
H 5.730 -6.458 -1.169 0.424
H 3.909 -7.324 0.223 0.427
H 1.545 -6.968 -0.369 0.460
```

Properties
LUMO   -10.34 eV
Kohn-Sham gap   4.9134 eV
Molecular weight   780.57 g/mol
E_tot   -83822.403 eV
HOMO level   -15.256 eV
Net charge   +3
Relative energy (zero: lowest compared OMol25 entry of this formula, charge and spin)   0.0 kJ/mol

Entry 2:
Here is 2 unconnected molecules or ions with the total composition C19H17NO5S from the OMol25 dataset. Energies are from the ωB97M-V functional and the def2-TZVPD basis.

```
43
Properties=species:S:1:pos:R:3:mulliken_charge:R:1
O -2.022 2.861 2.453 -0.695
C -2.086 2.427 1.322 0.280
N -0.896 2.143 0.762 -0.100
C -0.767 1.556 -0.642 -0.400
C 0.391 1.243 -1.414 0.165
C 0.617 0.737 -2.557 1.048
C -0.515 0.460 -3.202 -0.410
C -1.840 0.371 -2.500 -1.496
C -1.860 1.025 -1.270 1.040
O -3.145 1.297 -0.680 -0.462
C -3.064 2.153 0.554 -0.362
H -3.348 3.061 0.004 0.419
H -4.137 1.859 0.856 0.304
H -2.722 0.178 -2.842 0.820
H -0.591 -0.317 -4.102 0.230
C 1.944 0.476 -3.184 0.024
O 1.886 0.435 -4.473 -0.609
C 3.088 0.135 -2.304 -0.908
H 3.361 0.891 -1.673 0.593
H 3.922 -0.310 -2.813 0.405
O 2.658 -0.962 -1.293 -0.360
C 3.579 -0.823 -0.064 0.437
O 4.391 -0.177 0.183 -0.319
C 3.001 -1.833 0.882 -0.180
C 2.466 -1.590 2.239 -1.244
H 1.944 -2.020 2.874 0.865
H 3.299 -0.817 2.467 0.323
S 1.377 0.042 2.102 -0.043
C -0.134 -0.560 1.669 0.659
C -0.549 -1.229 0.523 0.154
C -1.786 -1.927 0.436 -1.330
C -2.784 -1.810 1.263 -0.337
C -2.465 -1.014 2.554 -0.585
C -1.221 -0.487 2.570 -0.348
H -0.938 0.051 3.529 0.181
H -3.165 -0.926 3.470 0.302
H -3.831 -2.251 1.152 0.300
H -1.934 -2.121 -0.496 0.522
H 0.241 -1.395 -0.226 0.390
H 3.845 -2.667 1.089 0.398
H 1.978 -2.281 0.378 0.085
H 1.648 1.799 -0.667 -0.156
H 0.163 2.316 1.072 0.405
```

Properties
LUMO   -0.29 eV
Kohn-Sham gap   8.4063 eV
Molecular weight   371.41 g/mol
E_tot   -42528.633 eV
HOMO level   -8.693 eV
Relative energy (zero: lowest compared OMol25 entry of this formula, charge and spin)   1241.7 kJ/mol

Entry 3:
Here is a molecular structure, C26H36Cl2O2P3Sm from the OMol25 dataset. Energies are from the ωB97M-V functional and the def2-TZVPD basis.

```
70
Properties=species:S:1:pos:R:3:mulliken_charge:R:1
C 1.379 0.014 -8.024 -1.036
C 0.937 0.431 -6.652 0.721
H 2.470 -0.001 -8.064 0.297
H 0.975 0.713 -8.762 0.331
H 0.971 -0.975 -8.250 0.341
O 1.609 0.712 -5.713 -0.441
Cl -0.890 0.475 -6.530 -0.193
Sm 0.148 0.101 -1.525 0.838
P -0.071 2.395 -1.769 0.957
C 1.071 3.466 -0.818 -1.210
C 0.139 2.974 -3.494 -1.185
H -0.055 4.049 -3.578 0.459
H -1.814 4.101 -1.528 0.488
H -0.557 2.416 -4.126 0.291
H -2.473 2.473 -1.889 0.360
H 2.102 3.232 -1.094 0.377
H 1.159 2.758 -3.824 0.398
C -1.729 3.030 -1.315 -1.212
H 0.873 4.525 -1.016 0.481
H -1.903 2.852 -0.251 0.248
H 0.949 3.267 0.250 0.174
P 0.148 -2.217 -1.472 0.769
C 1.378 -3.045 -0.396 -1.142
C -1.446 -2.942 -0.933 -1.076
H -0.316 -2.586 -3.804 0.371
H 0.335 -4.079 -3.053 0.439
H 1.423 -2.721 -3.469 0.414
C 0.426 -2.989 -3.110 -1.269
H -2.235 -2.533 -1.570 0.346
H -1.429 -4.034 -1.009 0.558
H 1.281 -4.134 -0.453 0.521
H 1.231 -2.721 0.638 0.220
H -1.644 -2.648 0.101 0.118
H 2.385 -2.753 -0.706 0.335
Cl -1.662 -0.085 -3.068 -0.389
O -0.528 0.657 0.592 -0.270
P -0.282 -0.015 1.974 0.743
C -1.817 -0.996 2.251 0.900
C -2.885 -0.890 1.342 -0.563
C -4.067 -1.598 1.555 -0.521
C -4.198 -2.412 2.682 -0.644
C -3.146 -2.512 3.597 -0.660
C -1.958 -1.803 3.387 -0.529
C 1.440 -0.673 2.052 0.515
C 1.854 -1.372 3.196 -0.691
C 3.161 -1.856 3.296 -0.715
C 4.071 -1.634 2.259 -0.643
C 3.673 -0.921 1.124 -0.761
C 2.363 -0.437 1.019 0.549
C -0.244 1.410 3.150 0.374
C -1.225 1.565 4.142 -0.412
C -1.158 2.638 5.036 -0.736
C -0.110 3.559 4.951 -0.541
C 0.871 3.410 3.968 -0.836
C 0.804 2.340 3.070 -0.341
H -2.807 -0.259 0.466 0.366
H -4.881 -1.511 0.847 0.476
H -5.116 -2.959 2.847 0.429
H -3.252 -3.137 4.473 0.446
H -1.156 -1.883 4.106 0.315
H 1.166 -1.544 4.012 0.323
H 3.471 -2.401 4.180 0.461
H 5.083 -2.009 2.340 0.439
H 4.383 -0.744 0.326 0.508
H 2.073 0.119 0.139 0.173
H -2.040 0.862 4.230 0.416
H -1.917 2.754 5.799 0.443
H -0.058 4.387 5.647 0.419
H 1.686 4.119 3.906 0.438
H 1.578 2.231 2.322 0.431
```

Properties
⟨S²⟩   8.854
LUMO (spin up / spin down)   -6.34 / -5.93 eV
Kohn-Sham gap (spin up / spin down)   8.0524 / 7.8985 eV
Molecular weight   694.76 g/mol
E_tot   -102442.868 eV
HOMO level (spin up / spin down)   -14.395 / -13.826 eV
Spin multiplicity   6
Net charge   +2

Entry 4:
Here is a molecular structure, C5H13NS from the OMol25 dataset. Energies are from the ωB97M-V functional and the def2-TZVPD basis.

```
20
Properties=species:S:1:pos:R:3:mulliken_charge:R:1
C -1.609 2.034 -0.862 -1.095
C -1.782 0.775 -0.058 -0.037
C -1.260 0.623 1.189 -0.016
N -1.690 -0.326 2.158 -0.550
H -1.130 2.793 -0.236 0.339
H -1.006 1.902 -1.761 0.269
H -2.579 2.439 -1.160 0.327
H -2.499 0.061 -0.409 0.362
H -0.701 1.449 1.615 0.229
H -1.369 -1.226 1.817 0.266
H -0.369 -0.374 0.292 -0.076
H -1.290 -0.148 3.066 0.270
C 2.888 -1.189 -0.439 -1.040
C 1.538 -1.250 -1.114 -0.261
S 0.287 -1.953 0.033 -0.378
H 3.195 -2.179 -0.074 0.297
H 2.849 -0.550 0.446 0.295
H 3.676 -0.833 -1.118 0.310
H 1.581 -1.833 -2.039 0.356
H 1.272 -0.216 -1.344 0.131
```

Properties
LUMO   0.82 eV
Kohn-Sham gap   8.8680 eV
Molecular weight   119.23 g/mol
E_tot   -17718.955 eV
HOMO level   -8.049 eV
Relative energy (zero: lowest compared OMol25 entry of this formula, charge and spin)   221.5 kJ/mol

Entry 5:
Here is C2H4N2 in the gas phase from the OMol25 dataset. Energies are from the ωB97M-V functional and the def2-TZVPD basis.

```
8
Properties=species:S:1:pos:R:3:mulliken_charge:R:1
N -1.030 -0.470 0.203 -0.580
C -0.081 0.613 0.005 -0.301
C 1.254 0.035 -0.283 0.288
N 2.082 -0.646 -0.720 -0.407
H -0.704 -1.269 -0.330 0.267
H -1.052 -0.761 1.175 0.248
H -0.137 1.314 0.844 0.298
H -0.333 1.184 -0.893 0.187
```

Properties
SMILES   N#CCN
LUMO   0.83 eV
Kohn-Sham gap   11.1743 eV
Molecular weight   56.07 g/mol
E_tot   -5118.317 eV
HOMO level   -10.339 eV
Relative energy (zero: lowest compared OMol25 entry of this formula, charge and spin)   62.0 kJ/mol

Entry 6:
Here is a molecular structure, C13H25AlF12N2O18S7 from the OMol25 dataset. Energies are from the ωB97M-V functional and the def2-TZVPD basis.

```
78
Properties=species:S:1:pos:R:3:mulliken_charge:R:1
Al 25.719 39.873 4.830 1.693
C 30.206 39.484 3.921 0.612
F 29.860 39.849 2.678 -0.228
F 31.407 38.919 3.907 -0.214
F 30.250 40.565 4.656 -0.200
S 28.919 38.182 4.488 0.984
O 27.927 38.105 3.434 -0.596
O 29.718 37.033 4.806 -0.616
N 28.220 38.915 5.875 -0.092
S 29.262 38.509 7.053 0.798
O 29.058 37.200 7.673 -0.634
O 30.629 38.775 6.739 -0.581
C 28.744 39.735 8.413 0.531
F 27.426 39.656 8.592 -0.140
F 29.433 39.566 9.551 -0.226
F 29.074 40.965 8.005 -0.228
C 20.965 40.809 6.118 0.606
F 20.166 40.440 7.114 -0.193
F 20.183 41.312 5.180 -0.186
F 21.785 41.755 6.546 -0.216
S 22.029 39.338 5.481 0.782
O 23.048 39.211 6.504 -0.109
O 21.230 38.144 5.329 -0.641
N 22.923 39.927 4.117 -0.113
S 21.947 39.736 2.901 0.863
O 22.303 38.571 2.136 -0.658
O 20.536 39.852 3.155 -0.570
C 22.492 41.087 1.703 0.609
F 21.908 42.261 1.938 -0.236
F 23.815 41.219 1.619 -0.197
F 22.047 40.756 0.481 -0.228
O 26.628 41.395 2.673 -0.348
H 27.457 41.865 2.470 0.213
O 23.616 36.592 7.987 -0.837
S 24.730 37.478 8.321 1.162
O 25.342 38.306 7.272 -0.074
O 24.434 38.485 9.540 -0.254
C 23.286 38.243 10.421 -0.469
C 22.370 39.401 10.138 -0.869
C 25.978 36.365 9.022 -1.146
H 23.668 38.225 11.439 0.344
H 22.743 37.321 10.215 0.383
H 22.819 40.331 10.491 0.214
H 21.500 39.424 10.803 0.501
H 22.025 39.437 9.108 0.055
H 26.655 36.917 9.672 0.328
H 26.504 35.840 8.228 0.301
H 25.447 35.660 9.661 0.414
O 23.768 42.209 8.802 -0.649
S 25.096 42.220 8.245 0.859
O 25.492 41.290 7.240 -0.375
O 25.373 43.726 7.634 -0.206
C 24.805 44.921 8.160 -0.276
C 25.957 45.902 8.290 -1.199
C 26.269 42.318 9.670 -1.091
H 24.351 44.736 9.136 0.291
H 23.981 45.289 7.547 0.349
H 26.583 45.600 9.135 0.295
H 25.573 46.884 8.569 0.384
H 26.726 45.983 7.523 0.317
H 26.807 41.398 9.886 0.238
H 25.677 42.549 10.551 0.356
H 27.011 42.993 9.251 0.413
O 25.463 37.042 4.754 -0.395
S 25.207 35.715 4.291 0.844
O 25.275 35.454 2.884 -0.646
O 26.183 34.715 5.104 -0.174
C 26.522 33.420 4.640 -0.277
C 26.686 32.454 5.801 -1.248
C 23.588 35.152 4.998 -0.601
H 27.403 33.350 3.997 0.308
H 25.832 33.027 3.887 0.394
H 27.387 32.774 6.577 0.306
H 27.084 31.483 5.504 0.394
H 25.843 32.209 6.452 0.310
H 22.845 35.642 4.369 0.363
H 23.644 35.579 5.996 0.007
H 23.539 34.073 4.883 0.414
```

Properties
LUMO   -5.89 eV
Kohn-Sham gap   4.5390 eV
Molecular weight   976.77 g/mol
E_tot   -168763.000 eV
HOMO level   -10.426 eV
Relative energy (zero: lowest compared OMol25 entry of this formula, charge and spin)   132.4 kJ/mol